(1)
DFT (wB97M-V/def2-TZVPD) results for a molecular structure, C32H31N6O5S6Ta.

Calculated values
LUMO in eV: -1.51
Largest force on an atom in eV/A: 4.43
Gap between HOMO and LUMO in eV: 4.8

Each line ends with the Mulliken charge.
Atoms and positions in Å:
1 Ta 0.0119 0.4549 -0.9828  0.38
2 O -1.4661 3.9313 0.9318  -0.69
3 C -0.7083 3.1601 0.3903  -0.15
4 N -1.0220 2.2587 -0.6053  0.58
5 C -2.1154 2.5028 -1.4668  -0.17
6 C -3.2363 3.2897 -1.2127  -0.53
7 C -4.2042 3.4197 -2.1978  -0.72
8 C -4.0599 2.7728 -3.4165  -0.74
9 C -2.9339 2.0123 -3.6868  -0.80
10 C -1.9499 1.8871 -2.7109  0.47
11 N -0.7587 1.1480 -2.7954  0.38
12 C -0.2545 0.7558 -4.0151  1.11
13 O -0.6801 1.0288 -5.1121  -0.68
14 C 0.9771 -0.0509 -3.8153  0.05
15 C 1.5273 -0.7668 -4.8352  -0.95
16 C 2.6987 -1.4830 -4.5907  -0.49
17 C 3.2632 -1.4238 -3.3397  -0.99
18 C 2.6139 -0.7186 -2.3314  -0.16
19 N 1.5088 0.0128 -2.5655  0.21
20 C 0.7587 3.1998 0.7058  0.97
21 C 1.1970 3.8571 1.8461  -0.82
22 C 2.5465 3.8495 2.1280  -0.42
23 C 3.4114 3.2112 1.2458  -0.65
24 C 2.8839 2.6044 0.1266  -0.35
25 N 1.5746 2.5935 -0.1506  -0.25
26 H -3.3390 3.7879 -0.2623  0.55
27 H -5.0779 4.0282 -2.0022  0.42
28 H -4.8314 2.8602 -4.1709  0.41
29 H -2.8125 1.5189 -4.6364  0.52
30 H 1.0287 -0.7625 -5.7940  0.52
31 H 3.1576 -2.0688 -5.3767  0.44
32 H 4.1615 -1.9720 -3.0961  0.46
33 H 3.0925 -0.5689 -1.3775  0.58
34 H 0.4646 4.3286 2.4857  0.51
35 H 2.9264 4.3251 3.0231  0.45
36 H 4.4784 3.1952 1.4200  0.48
37 H 3.5244 2.1072 -0.5938  0.53
38 S -1.5901 -7.2600 -2.8196  -0.26
39 C -1.0787 -5.7348 -2.4925  0.11
40 S 0.3872 -5.3558 -1.6582  -0.12
41 C 0.2669 -3.6061 -1.7007  0.24
42 C -0.8333 -3.1261 -2.3156  0.16
43 S -1.2307 -1.4593 -2.5910  -0.27
44 S -1.9535 -4.3158 -2.9511  -0.02
45 S 1.4180 -2.6476 -0.8814  -0.31
46 C -4.8497 -1.0366 0.7521  -1.75
47 C -3.5686 -1.8387 1.0066  1.52
48 C -3.0865 -1.6360 2.4423  -1.71
49 C -3.8089 -3.3197 0.7387  -1.75
50 N -2.4867 -1.4719 0.0758  -0.26
51 N -2.0879 -0.1067 0.1395  -0.25
52 H -5.6670 -1.4216 1.3650  0.45
53 H -5.1504 -1.1113 -0.2962  0.35
54 H -4.7234 0.0204 1.0055  0.37
55 H -3.7437 -2.1624 3.1353  0.52
56 H -3.0905 -0.5787 2.7262  0.30
57 H -2.0730 -2.0255 2.5496  0.26
58 H -4.5592 -3.7148 1.4258  0.46
59 H -2.8802 -3.8778 0.8686  0.39
60 H -4.1639 -3.4787 -0.2834  0.38
61 H -2.7389 -1.6697 -0.8867  0.28
62 H -1.7905 0.0554 1.0989  0.24
63 H -2.8531 0.5370 -0.0702  0.24
64 C 5.6185 -0.0763 5.3309  -1.56
65 C 4.4511 -0.0530 4.3811  0.97
66 C 4.6051 -0.4738 3.0597  -0.92
67 C 3.5232 -0.5219 2.1979  -0.41
68 C 2.2760 -0.1227 2.6630  -0.10
69 C 2.0995 0.3218 3.9632  -0.42
70 C 3.1897 0.3506 4.8134  -0.93
71 S 0.8986 -0.2123 1.5966  1.69
72 O -0.0256 0.9024 1.7967  -0.69
73 O 0.2626 -1.4817 1.6954  -0.55
74 O 1.5254 0.0171 0.1998  0.13
75 H 6.5631 -0.0356 4.7900  0.37
76 H 5.6085 -1.0019 5.9101  0.30
77 H 5.5782 0.7549 6.0348  0.39
78 H 5.5843 -0.7748 2.7069  0.39
79 H 3.6378 -0.8745 1.1806  0.41
80 H 1.1232 0.6500 4.2994  0.51
81 H 3.0597 0.6883 5.8348  0.40

(2)
DFT (wB97M-V/def2-TZVPD) results for 2 unconnected molecules or ions with the total composition C4H10O.

Calculated values
LUMO in eV: 0.97
Largest force on an atom in eV/A: 1.95
Structure (SMILES): C=CCC.O
Energy above the lowest of the compared OMol25 structures with the same formula, charge and spin in kJ/mol: 111.2
Gap between HOMO and LUMO in eV: 10.6

Each line ends with the Mulliken charge.
Atoms and positions in Å:
1 C 1.5997 0.6117 -0.6153  -1.22
2 C 0.4287 1.5394 -0.2722  -0.28
3 C -0.6406 1.4264 -1.3620  -0.11
4 C -1.8657 1.8696 -1.1517  -0.75
5 H 2.0961 0.9413 -1.5242  0.32
6 H 2.3733 0.5793 0.1601  0.35
7 H 1.2319 -0.4129 -0.6425  0.32
8 H 0.7239 2.5692 -0.0622  0.30
9 H -0.0279 1.2542 0.6816  0.27
10 H -0.2537 1.0766 -2.3096  0.30
11 H -2.6365 1.7920 -1.9170  0.25
12 H -2.2590 2.2739 -0.2269  0.26
13 H -0.7619 -5.0428 2.4859  0.33
14 H -0.1117 -5.2000 3.8454  0.32
15 O 0.1032 -5.2778 2.9106  -0.65